Here is a cluster of 12 separate species, C24H56N20O8 in total at a distorted geometry from OMol25. Energies are from the ωB97M-V functional and the def2-TZVPD basis.

Atoms and positions in Å:
C -0.425 -0.515 -0.662
O -0.540 -1.664 -1.062
N 0.701 0.138 -0.677
N -1.368 0.325 -0.223
H 0.876 1.019 -0.209
H 1.448 -0.416 -1.076
H -0.987 1.238 -0.031
H -2.326 0.043 -0.078
C 0.611 3.285 1.394
O 0.638 2.048 1.353
N 1.404 4.069 0.663
N -0.134 3.954 2.256
H 1.479 4.965 1.118
H 2.138 3.641 0.112
H -0.787 3.387 2.785
H -0.123 4.952 2.391
C -1.786 1.222 4.033
O -1.612 2.420 4.244
N -1.141 0.598 3.072
N -2.520 0.459 4.774
H -0.513 1.153 2.505
H -0.921 -0.385 3.113
H -2.581 -0.538 4.635
H -3.030 0.815 5.567
C 4.329 2.035 -1.260
O 3.285 2.466 -0.753
N 4.640 0.750 -1.458
N 5.211 2.904 -1.757
H 5.492 0.423 -1.883
H 3.788 0.205 -1.475
H 4.997 3.887 -1.718
H 6.082 2.492 -2.051
C 1.120 2.197 -3.672
O 1.828 1.185 -3.887
N 1.203 2.955 -2.612
N 0.228 2.625 -4.544
H 0.459 3.635 -2.593
H 1.781 2.665 -1.835
H 0.119 2.145 -5.423
H -0.279 3.460 -4.296
C -1.944 -4.992 -1.493
O -2.782 -4.343 -2.092
N -0.917 -4.512 -0.819
N -1.962 -6.333 -1.545
H -0.326 -5.191 -0.366
H -0.768 -3.510 -0.774
H -2.799 -6.794 -1.864
H -1.179 -6.866 -1.202
C -0.285 -1.062 -5.272
O -0.913 -1.658 -6.144
N -0.786 -0.550 -4.164
N 1.003 -0.853 -5.408
H -1.738 -0.724 -3.885
H -0.205 -0.183 -3.425
H 1.494 -0.562 -4.573
H 1.450 -1.193 -6.244
C 2.577 -2.443 -2.306
O 2.716 -1.787 -1.275
N 1.686 -3.387 -2.454
N 3.284 -2.259 -3.370
H 1.816 -3.896 -3.315
H 0.814 -3.491 -1.960
H 4.035 -1.587 -3.360
H 3.170 -2.795 -4.215
C 4.531 -1.270 1.760
C 4.394 -0.096 2.728
C 3.199 0.730 2.523
C 3.346 2.098 2.999
N 3.442 3.183 3.393
H 5.345 -1.918 2.087
H 4.879 -0.882 0.802
H 3.640 -1.893 1.712
H 5.295 0.510 2.631
H 4.380 -0.492 3.745
H 2.277 0.268 2.878
H 2.952 0.782 1.460
C -5.112 2.503 2.691
C -4.417 3.809 2.204
C -3.817 3.811 0.803
C -4.754 3.431 -0.328
N -5.498 3.134 -1.162
H -4.409 1.681 2.823
H -5.961 2.216 2.072
H -5.470 2.730 3.696
H -3.653 4.097 2.927
H -5.050 4.698 2.195
H -3.131 2.963 0.841
H -3.458 4.811 0.565
N 1.006 -3.163 1.522
C 1.829 -3.536 2.552
C 1.082 -3.331 3.692
C -0.109 -2.632 3.399
C -0.165 -2.597 2.003
H 1.260 -3.273 0.552
H 2.790 -3.946 2.284
H 1.338 -3.586 4.710
H -0.800 -2.314 4.164
H -0.910 -2.118 1.387
N -3.486 -1.976 -0.710
C -3.615 -1.876 0.667
C -4.413 -0.806 0.876
C -4.748 -0.176 -0.338
C -4.160 -0.980 -1.312
H -2.969 -2.692 -1.207
H -3.140 -2.534 1.377
H -4.659 -0.492 1.880
H -5.258 0.772 -0.412
H -4.050 -0.918 -2.384

Computed properties:
Energy in Eh: -2645.4274
Multiplicity: 1
Structure (SMILES): c1cc[nH]c1.c1cc[nH]c1.NC(N)=O.NC(N)=O.NC(N)=O.NC(N)=O.NC(N)=O.NC(N)=O.NC(N)=O.NC(N)=O.CCCC#N.CCCC#N


Here is a cluster of 8 separate species, C24H56N8O8 in total at a distorted geometry from OMol25. Energies are from the ωB97M-V functional and the def2-TZVPD basis.

Atoms and positions in Å:
C 10.526 -23.882 -5.924
C 10.805 -22.477 -5.657
O 11.934 -22.035 -5.667
N 9.710 -21.719 -5.365
C 9.813 -20.281 -5.174
H 9.702 -24.263 -5.267
H 11.228 -24.572 -5.562
H 10.527 -24.250 -6.960
H 8.832 -22.191 -5.265
H 10.132 -19.607 -6.184
H 10.583 -20.149 -4.492
H 8.817 -19.986 -4.524
C 9.785 -33.308 -5.627
C 9.396 -32.284 -6.741
O 10.305 -31.842 -7.440
N 8.099 -31.979 -6.876
C 7.610 -30.847 -7.509
H 9.262 -34.208 -5.678
H 9.677 -32.906 -4.670
H 10.565 -33.808 -5.667
H 7.393 -32.255 -6.180
H 6.887 -31.040 -7.954
H 8.347 -30.534 -8.246
H 7.461 -29.803 -6.931
C 8.747 -26.798 -3.920
C 7.597 -26.625 -4.904
O 7.490 -27.263 -5.869
N 6.399 -26.020 -4.390
C 5.127 -26.033 -5.061
H 9.751 -26.394 -4.496
H 8.924 -27.770 -3.762
H 8.636 -26.110 -3.088
H 6.570 -25.641 -3.493
H 5.134 -25.602 -5.965
H 4.217 -25.798 -4.288
H 4.996 -27.130 -5.360
C 5.933 -22.630 -3.316
C 6.495 -22.502 -4.666
O 6.555 -21.449 -5.197
N 6.894 -23.644 -5.194
C 7.299 -23.729 -6.583
H 6.447 -23.416 -2.627
H 5.145 -23.653 -3.346
H 5.398 -21.811 -2.907
H 6.741 -24.468 -4.701
H 8.064 -24.433 -6.938
H 7.382 -22.823 -7.131
H 6.563 -24.265 -7.226
C 11.779 -27.078 -2.009
C 11.670 -27.701 -3.407
O 12.144 -27.064 -4.412
N 11.191 -28.944 -3.572
C 11.158 -29.788 -4.726
H 12.134 -25.953 -2.218
H 12.566 -27.283 -1.347
H 10.773 -27.103 -1.342
H 10.789 -29.319 -2.773
H 11.433 -30.665 -4.192
H 11.846 -29.578 -5.718
H 10.495 -30.064 -5.282
C 1.211 -24.347 -5.794
C 1.914 -23.807 -4.491
O 2.593 -22.742 -4.599
N 1.625 -24.394 -3.311
C 2.222 -24.074 -2.018
H 2.050 -24.706 -6.408
H 1.009 -23.645 -6.481
H 0.638 -25.124 -5.463
H 0.959 -25.144 -3.371
H 2.835 -23.070 -1.937
H 2.843 -24.963 -1.860
H 1.541 -24.106 -1.333
C 7.099 -27.459 -8.987
C 6.803 -28.183 -10.393
O 7.667 -28.752 -11.054
N 5.622 -27.850 -10.818
C 5.138 -28.269 -12.097
H 7.782 -26.601 -9.224
H 7.583 -28.245 -8.443
H 6.434 -27.187 -8.264
H 4.863 -27.604 -10.127
H 3.980 -28.251 -12.298
H 5.483 -29.182 -12.463
H 5.300 -27.558 -12.878
C 6.897 -27.692 -0.998
C 6.256 -26.177 -0.761
O 6.193 -25.366 -1.790
N 5.902 -25.857 0.368
C 5.237 -24.657 0.809
H 6.936 -27.946 0.032
H 7.875 -27.336 -1.378
H 6.395 -28.228 -1.609
H 5.619 -26.621 1.089
H 5.127 -24.488 1.827
H 4.284 -24.455 0.487
H 5.895 -23.952 0.077

Computed properties:
Energy in Eh: -1987.5808
Multiplicity: 1
Structure (SMILES): CNC(C)=O.CNC(C)=O.CNC(C)=O.CNC(C)=O.CNC(C)=O.CNC(C)=O.CNC(C)=O.CNC(C)=O


Q: What is the formula in the second record?
A: C24H56N8O8


Q: What is the multiplicity in the first record?
A: 1


Q: What is the formula in the first record?
A: C24H56N20O8


Q: Which of these has the lowest energy?
A: C24H56N20O8